1.
57
Properties=species:S:1:pos:R:3:forces:R:3 method="wB97M-V/def2-TZVPD" energy_ev=-56433.807 max_force_ev_per_a=1.95 charge=+2 homo_lumo_gap_ev=4.6783
Ta -1.259 0.814 0.437 0.031 -1.574 -0.930
O 0.821 -0.703 -0.280 -0.681 0.281 0.459
C 1.540 -0.796 0.991 0.403 0.127 0.178
C 0.503 -1.002 2.089 0.344 -0.413 -0.516
O 0.654 -1.350 3.198 -0.222 -0.066 0.110
O -0.704 -0.527 1.588 -0.257 0.525 1.145
C 2.021 0.610 1.381 0.130 0.111 -0.543
C 2.874 0.788 2.460 -0.042 -0.026 0.078
C 3.252 2.069 2.839 -0.075 0.095 -0.030
C 2.754 3.186 2.172 0.031 -0.007 0.032
C 1.913 3.022 1.088 -0.097 -0.013 -0.032
C 1.554 1.733 0.676 -0.318 0.037 0.358
C 2.616 -1.850 0.965 0.164 0.143 -0.116
C 3.842 -1.517 0.385 -0.037 0.041 0.048
C 4.914 -2.388 0.473 0.018 -0.034 -0.094
C 4.761 -3.608 1.119 -0.011 0.033 0.026
C 3.529 -3.965 1.647 -0.009 -0.026 -0.007
C 2.450 -3.100 1.555 -0.058 0.028 0.012
H 1.470 -0.865 -0.983 -0.141 0.065 -0.156
H 3.240 -0.072 3.006 0.016 0.003 -0.025
H 3.942 2.201 3.661 -0.032 -0.021 0.026
H 3.040 4.181 2.486 0.030 -0.020 0.006
H 1.563 3.884 0.534 0.007 -0.009 -0.010
H 1.043 1.624 -0.278 0.237 0.035 -0.119
H 3.967 -0.564 -0.120 0.070 0.060 0.142
H 5.874 -2.101 0.067 -0.023 -0.047 -0.072
H 5.603 -4.280 1.213 0.005 0.010 0.012
H 3.413 -4.906 2.168 -0.021 -0.047 -0.103
H 1.496 -3.405 1.964 0.036 0.055 0.114
C -5.092 -1.862 -0.382 -0.010 -0.156 -0.139
Si -3.284 -1.730 -0.004 -0.694 -0.447 -0.152
C -2.214 -1.911 -1.525 0.158 0.287 0.096
C -2.779 -2.830 1.394 0.133 0.169 0.162
C -3.180 0.171 0.477 1.287 1.454 0.186
H -5.298 -2.889 -0.702 -0.032 0.030 -0.002
H -5.404 -1.195 -1.186 -0.004 0.002 0.015
H -5.703 -1.663 0.500 0.024 0.017 0.000
H -2.180 -2.958 -1.834 0.030 -0.026 0.110
H -1.171 -1.605 -1.357 -0.010 -0.144 -0.120
H -2.607 -1.337 -2.363 -0.022 -0.007 0.001
H -2.838 -3.873 1.076 -0.077 0.027 -0.069
H -3.442 -2.708 2.252 -0.021 -0.018 -0.021
H -1.762 -2.652 1.736 0.008 -0.108 0.027
H -3.533 0.391 1.500 -0.264 -0.453 0.048
H -3.657 0.851 -0.238 -0.482 -0.284 0.007
F -1.620 4.389 -5.665 0.015 0.012 -0.012
C -1.580 3.906 -4.445 -0.023 -0.011 -0.050
C -1.608 4.771 -3.359 -0.028 0.021 -0.002
F -1.658 6.071 -3.555 -0.030 0.004 0.001
C -1.591 4.267 -2.067 0.012 0.017 0.171
F -1.640 5.071 -1.016 0.030 0.044 -0.019
C -1.519 2.900 -1.880 0.077 0.089 -0.179
O -1.494 2.295 -0.657 0.366 0.198 -0.105
C -1.464 2.048 -2.972 -0.029 0.014 0.237
F -1.359 0.733 -2.674 0.034 -0.063 -0.138
C -1.512 2.526 -4.260 0.006 0.007 -0.053
F -1.495 1.709 -5.294 0.048 -0.021 0.011

2.
53
Properties=species:S:1:pos:R:3:forces:R:3 method="wB97M-V/def2-TZVPD" energy_ev=-47251.621 max_force_ev_per_a=0.92 charge=0 homo_lumo_gap_ev=8.2403
O -1.304 -2.575 0.766 -0.048 -0.009 -0.065
C -2.060 -1.985 0.031 0.042 0.273 -0.166
C -3.528 -2.127 0.096 -0.448 -0.299 0.176
C -4.061 -3.389 0.362 0.112 0.107 -0.056
C -5.429 -3.563 0.436 -0.027 -0.066 0.021
C -6.275 -2.477 0.275 -0.002 0.036 0.014
C -5.749 -1.215 0.047 -0.114 0.007 -0.001
C -4.381 -1.034 -0.051 0.140 -0.083 -0.015
H -3.978 -0.041 -0.182 0.079 0.089 -0.089
H -6.408 -0.366 -0.053 -0.050 0.074 0.004
H -7.344 -2.612 0.338 -0.086 -0.007 0.001
H -5.838 -4.544 0.627 -0.034 -0.080 0.004
H -3.387 -4.221 0.495 0.058 -0.071 0.030
C -1.513 -1.045 -1.054 -0.062 0.019 0.175
N -0.470 -0.209 -0.501 -0.160 0.132 -0.048
C 0.817 -0.641 -0.399 0.751 0.020 0.136
C 1.809 0.080 0.229 -0.348 -0.436 -0.327
C 3.084 -0.577 0.173 -0.056 -0.148 -0.152
C 3.021 -1.760 -0.490 -0.387 0.158 -0.010
S 1.403 -2.114 -1.066 0.213 0.387 0.273
C 4.106 -2.735 -0.809 0.143 -0.036 -0.094
H 3.820 -3.280 -1.712 0.055 -0.062 0.039
C 5.446 -2.033 -1.034 0.087 -0.174 0.081
C 6.166 -1.687 0.270 -0.126 -0.008 0.013
C 5.255 -1.087 1.343 0.184 0.124 -0.142
H 4.658 -1.873 1.808 -0.006 -0.021 0.080
H 5.886 -0.656 2.123 -0.036 -0.057 0.062
C 4.313 -0.008 0.811 0.121 -0.078 0.308
H 4.840 0.628 0.094 0.017 0.123 0.029
H 3.991 0.639 1.627 0.100 -0.005 -0.132
H 6.630 -2.589 0.676 0.085 -0.004 -0.023
H 6.968 -0.981 0.042 0.067 -0.020 0.032
H 5.269 -1.126 -1.615 0.010 0.002 -0.072
H 6.094 -2.680 -1.628 0.005 0.055 -0.062
H 4.205 -3.472 -0.006 -0.008 -0.083 -0.042
C 1.484 1.345 0.845 0.024 -0.179 -0.036
O 2.251 2.078 1.434 0.111 0.099 -0.005
N 0.131 1.698 0.718 -0.078 0.316 0.201
C -0.859 0.976 0.097 0.063 -0.311 -0.246
O -2.013 1.347 0.055 -0.294 0.141 0.114
C -0.286 2.977 1.281 -0.215 0.300 0.233
C -0.558 3.970 0.199 0.701 -0.246 -0.514
C 0.103 4.232 -0.966 -0.186 -0.236 0.627
C -0.624 5.267 -1.604 -0.481 0.221 0.230
C -1.666 5.552 -0.779 0.298 0.337 -0.804
O -1.634 4.770 0.312 -0.190 -0.171 0.497
H -2.465 6.263 -0.851 -0.145 0.053 0.087
H -0.395 5.729 -2.543 -0.029 0.148 -0.183
H 0.994 3.754 -1.318 0.198 -0.149 -0.017
H -1.197 2.836 1.869 0.140 0.006 -0.040
H 0.533 3.310 1.925 -0.245 -0.094 -0.111
H -2.292 -0.401 -1.460 0.161 -0.158 -0.020
H -1.087 -1.661 -1.852 -0.107 0.067 0.006

3.
64
Properties=species:S:1:pos:R:3:forces:R:3 method="wB97M-V/def2-TZVPD" energy_ev=-70919.820 max_force_ev_per_a=3.21 charge=0 homo_lumo_gap_ev=6.8491
Sr -0.687 0.417 0.331 2.155 0.652 -2.290
N -1.805 5.328 1.049 0.025 -0.038 -0.029
C -0.550 4.883 0.896 -0.008 -0.027 -0.059
N -0.508 3.977 -0.052 -0.014 0.119 -0.048
C -1.807 3.906 -0.453 0.069 -0.230 -0.089
N -2.629 4.703 0.193 -0.079 0.112 0.047
C -2.277 2.957 -1.483 0.170 0.185 0.201
C -3.576 3.003 -1.976 -0.120 -0.009 -0.113
N -4.014 2.130 -2.874 0.056 0.003 0.020
C -3.141 1.215 -3.290 -0.113 0.149 -0.004
C -1.847 1.163 -2.797 0.217 -0.031 -0.125
N -1.408 2.028 -1.883 -0.376 -0.180 0.162
H -2.165 6.015 1.689 -0.008 -0.002 0.023
H 0.282 5.235 1.484 -0.008 -0.005 0.007
H -4.269 3.757 -1.623 0.005 0.010 -0.012
H -3.489 0.504 -4.028 0.035 -0.031 0.004
H -1.138 0.410 -3.117 -0.044 -0.037 0.005
N 7.438 -5.940 -1.284 0.021 -0.020 0.003
C 6.551 -5.210 -1.256 -0.201 0.178 0.029
C 5.436 -4.290 -1.225 0.162 -0.136 -0.012
C 4.723 -4.035 -2.391 -0.012 -0.023 -0.113
C 3.652 -3.159 -2.367 -0.022 0.025 0.004
C 3.291 -2.521 -1.184 -0.022 0.022 0.103
C 4.017 -2.777 -0.021 -0.090 0.051 -0.065
C 5.079 -3.661 -0.036 0.083 -0.045 0.082
C 2.149 -1.560 -1.147 0.110 0.012 0.019
C 2.480 -0.228 -0.909 0.081 -0.052 -0.103
C 3.803 0.309 -0.926 -0.043 0.165 0.042
C 3.674 1.670 -0.794 0.068 -0.107 -0.021
C 2.282 1.917 -0.689 -0.213 0.031 -0.043
N 1.560 0.808 -0.764 0.347 0.004 0.251
C 0.874 -2.090 -1.388 -0.050 -0.176 -0.110
C 0.568 -3.455 -1.660 0.032 0.049 0.033
C -0.779 -3.513 -1.940 -0.031 0.090 0.001
C -1.246 -2.185 -1.821 -0.079 -0.105 0.022
N -0.283 -1.328 -1.493 -0.177 -0.163 0.073
H 5.014 -4.525 -3.310 -0.020 0.014 -0.005
H 3.090 -2.955 -3.268 0.016 -0.018 -0.009
H 3.733 -2.273 0.894 0.030 -0.020 0.019
H 5.640 -3.867 0.866 -0.015 0.012 0.004
H 4.715 -0.252 -1.055 0.007 -0.006 -0.008
H 4.462 2.406 -0.787 -0.016 0.013 0.003
H 1.782 2.871 -0.576 0.042 0.004 0.022
H 1.263 -4.279 -1.646 0.004 0.015 -0.002
H -1.363 -4.382 -2.197 -0.008 0.001 0.005
H -2.266 -1.845 -1.960 0.007 -0.002 0.001
C -3.965 1.264 3.734 0.036 -0.010 -0.065
C -2.808 0.330 3.381 0.159 0.048 0.047
O -2.565 -0.628 4.411 -0.020 -0.012 -0.097
P -1.220 1.256 3.119 -0.433 0.088 0.216
O -0.134 0.252 2.800 -0.345 -0.017 0.266
O -0.974 2.052 4.471 0.284 -0.251 0.136
O -1.512 2.207 1.980 -0.259 -0.218 0.427
P -3.170 -0.616 1.845 -0.613 -0.247 0.426
O -3.198 0.515 0.681 0.137 0.098 0.406
O -1.816 -1.454 1.596 -0.043 0.364 0.286
O -4.362 -1.452 1.871 -0.081 0.006 0.066
H -3.771 1.717 4.705 0.034 -0.004 -0.001
H -4.899 0.704 3.783 -0.003 -0.023 -0.010
H -4.077 2.061 2.998 -0.011 -0.002 -0.009
H -3.332 -1.215 4.463 0.012 -0.006 0.064
H -1.110 -1.142 2.233 -0.235 -0.416 0.118
H -0.546 1.492 5.142 -0.132 0.227 -0.204
H -2.850 1.373 1.058 -0.459 -0.077 0.000

- Which value of charge does entry 1 give?
  +2

- Among the records above, which one has the highest charge?
  C24H22F5O4SiTa